No. 1
Density functional theory data (ωB97M-V/def2-TZVPD) for a 8-piece molecular cluster, C24H30F6O24 overall.

Summary:
LUMO level	0.0	eV
E_HOMO	-0.39298	Ha
frontier orbital gap	10.667	eV
SMILES	O=C1OC[C@@H](F)O1.O=C1OC[C@@H](F)O1.O=C1OC[C@@H](F)O1.O=C1OC[C@@H](F)O1.O=C1OC[C@@H](F)O1.O=C1OC[C@@H](F)O1.COC(=O)OC.COC(=O)OC
energy above the lowest of the compared OMol25 structures with the same formula, charge and spin	0.00	kJ/mol

Each line ends with the Löwdin charge.
CARTESIAN COORDINATES (ANGSTROEM)
O1 -2.146048 1.230639 0.598654  0.167
C1 -2.429302 2.035027 -0.232818  -0.589
O2 -1.524314 2.560842 -1.058150  0.066
C2 -2.105145 3.675589 -1.777514  -0.013
C3 -3.567076 3.647031 -1.312445  -0.287
F1 -4.377144 3.275711 -2.338705  0.069
O3 -3.621322 2.640074 -0.326583  0.146
H1 -1.520362 4.531010 -1.452974  0.140
H2 -2.063517 3.521783 -2.852500  0.144
H3 -3.882714 4.594242 -0.879346  0.169
O4 -1.854382 -5.910723 -0.173459  0.183
C4 -1.430799 -5.224895 0.690791  -0.559
O5 -1.019279 -5.686079 1.880893  0.096
C5 -0.756050 -4.570683 2.708392  -0.056
C6 -0.492307 -3.459301 1.701255  -0.291
F2 0.802258 -3.410546 1.249898  0.052
O6 -1.352020 -3.863636 0.653486  0.113
H4 -1.636636 -4.314801 3.297195  0.128
H5 0.134906 -4.622591 3.333391  0.148
H6 -0.743845 -2.445610 2.020016  0.156
O7 -2.637110 -2.613498 4.876590  0.168
C7 -2.456987 -1.441718 4.827118  -0.552
O8 -3.369065 -0.480374 4.651940  0.090
C8 -2.773640 0.805860 4.621706  -0.041
C9 -1.292793 0.512446 4.624149  -0.290
F3 -0.694836 1.134544 5.699902  0.050
O9 -1.230696 -0.875942 4.795185  0.131
H7 -3.032450 1.447095 3.779061  0.137
H8 -3.116736 1.300521 5.530406  0.143
H9 -0.681939 0.682515 3.740142  0.132
O10 1.411018 4.667239 -4.656609  0.183
C10 1.759219 3.868044 -3.853825  -0.566
O11 2.915718 3.128350 -3.923607  0.067
C11 3.171243 2.717353 -2.573334  -0.035
C12 1.746708 2.610428 -1.964391  -0.272
F4 1.799660 3.162669 -0.725159  0.066
O12 1.055421 3.548033 -2.776305  0.123
H10 3.764093 1.811773 -2.643694  0.141
H11 3.629359 3.508817 -1.977572  0.140
H12 1.300424 1.621728 -2.018280  0.155
O13 2.120873 3.756246 6.262983  0.196
C13 2.518658 4.324341 5.305339  -0.568
O14 1.993512 4.156864 4.088241  0.037
C14 2.590356 4.996881 3.139300  -0.050
C15 3.431962 5.978289 4.043309  -0.276
F5 2.895577 7.224796 4.076183  0.067
O15 3.452441 5.297315 5.282743  0.143
H13 3.339846 4.533900 2.491664  0.133
H14 1.854825 5.484046 2.505525  0.140
H15 4.468678 6.111202 3.729123  0.164
O16 -0.828983 -0.571995 -4.181015  0.160
C16 -1.811610 -0.935653 -3.607025  -0.582
O17 -2.754406 -1.694942 -4.164580  0.081
C17 -3.948647 -1.688765 -3.363774  -0.017
C18 -3.414612 -1.158122 -2.049390  -0.289
F6 -3.140410 -2.155899 -1.182826  0.092
O18 -2.192799 -0.500081 -2.395165  0.114
H16 -4.687015 -1.057205 -3.851771  0.143
H17 -4.196365 -2.745740 -3.294112  0.149
H18 -4.075023 -0.425929 -1.586746  0.167
C19 1.146091 -3.215598 -3.204231  -0.054
O19 1.771674 -4.472248 -3.323366  0.020
C20 1.760615 -5.075755 -4.514617  -0.621
O20 1.244852 -4.645020 -5.509209  0.140
O21 2.426751 -6.205410 -4.364183  0.014
C21 2.235224 -7.201946 -5.364195  -0.038
H19 0.067761 -3.271526 -3.400418  0.096
H20 1.375858 -2.441726 -3.939558  0.100
H21 1.229925 -2.870451 -2.183790  0.066
H22 1.207439 -7.212027 -5.725359  0.097
H23 2.367115 -8.217595 -4.993580  0.091
H24 2.950999 -7.042114 -6.166081  0.096
C22 0.701030 -0.780759 -0.628856  -0.029
O22 1.569989 0.090601 0.077282  0.020
C23 1.287995 0.352604 1.332212  -0.590
O23 0.382167 -0.139861 1.963320  0.119
O24 2.208801 1.191553 1.815483  0.009
C24 2.272693 1.376154 3.216138  -0.031
H25 0.642850 -1.832057 -0.367664  0.080
H26 1.082318 -0.750830 -1.653675  0.084
H27 -0.264636 -0.297539 -0.778532  0.087
H28 3.121548 2.053814 3.315047  0.091
H29 2.497142 0.457011 3.758563  0.115
H30 1.415416 1.902185 3.628402  0.085

Force components x, y, z for each atom (eV/Å):
-0.45 -0.41 -0.22
1.25 -0.19 1.28
-0.20 0.24 -1.02
0.13 -0.68 0.62
0.58 0.11 0.16
-0.20 0.15 -0.05
-0.46 0.57 -0.47
-0.30 0.32 -0.25
0.23 -0.03 0.01
-0.45 -0.11 -0.14
-0.09 0.03 -0.43
-0.43 -0.28 -0.05
0.41 -0.16 0.36
0.76 1.42 0.17
-1.29 0.33 0.19
0.06 -0.44 0.02
0.75 0.23 -0.29
0.08 -0.06 0.12
-0.15 -0.83 0.05
-0.08 -0.18 -0.05
-0.35 -0.01 0.26
0.58 0.42 -0.80
-1.15 -0.29 -0.38
-0.05 0.55 0.30
0.78 -0.31 0.50
-0.05 -0.16 -0.23
0.55 -0.44 0.48
-0.44 -0.63 -0.27
0.45 0.21 0.05
-0.30 0.60 -0.07
0.02 -0.05 -0.10
0.84 0.09 -1.45
-0.57 0.86 0.75
-0.69 -0.49 -0.17
1.51 0.79 -0.93
-0.44 -0.61 0.35
-0.85 -0.69 1.02
-0.06 -0.04 0.40
0.47 -0.04 -0.30
-0.37 0.17 0.51
0.51 -0.24 0.21
-1.03 0.31 0.49
-0.43 -0.45 -0.84
1.59 1.46 0.38
0.15 -1.03 -1.04
-0.39 -0.06 0.70
0.19 1.03 -0.20
-0.38 -0.72 0.08
-0.13 0.13 0.28
-0.12 -0.11 -0.01
0.12 -0.35 0.65
0.36 0.89 -1.53
-0.12 -0.15 -0.35
1.33 -0.70 -0.30
-0.17 0.87 0.14
0.04 -0.13 0.12
-0.87 -0.40 0.72
-0.14 -0.10 0.17
-0.68 0.22 0.21
0.15 -0.06 0.28
-1.83 0.66 -0.57
0.46 0.17 0.25
-0.29 0.73 0.19
-0.07 -0.18 -0.11
0.11 -1.13 0.32
-0.27 -0.26 -0.68
-0.06 -0.61 0.18
1.04 -0.24 0.05
0.55 -0.15 0.02
0.08 0.48 -0.24
0.45 0.34 0.71
-0.17 0.05 -0.22
-0.62 0.73 -2.11
0.61 -0.07 -0.24
-0.19 -0.47 1.11
0.15 0.18 0.02
-0.23 -0.30 -0.86
0.54 0.50 0.46
0.13 0.28 0.85
0.34 -0.14 0.11
-0.28 -0.32 0.74
-0.02 -0.18 0.22
-0.25 -0.08 -0.17
-0.20 -0.33 -0.13



No. 2
Density functional theory data (ωB97M-V/def2-TZVPD) for a 8-piece molecular cluster, C5H26N2O8 overall.

Summary:
LUMO level	0.4	eV
E_HOMO	-0.33080	Ha
frontier orbital gap	9.417	eV
SMILES	C=NCC[C@H](N)CO.O.O.O.O.O.O.O
energy above the lowest of the compared OMol25 structures with the same formula, charge and spin	466.61	kJ/mol

Each line ends with the Löwdin charge.
CARTESIAN COORDINATES (ANGSTROEM)
C1 2.858466 -1.852011 0.718611  -0.014
N1 2.021503 -0.937474 1.150528  -0.067
C2 1.328292 -1.225075 2.377771  -0.263
C3 -0.211502 -1.093018 2.095886  -0.161
C4 -0.649983 0.318998 1.936673  -0.486
N2 -0.912578 1.071941 3.069104  0.080
C5 -1.996600 0.155203 1.200763  -0.243
O1 -2.581990 1.423040 1.142981  -0.116
H1 3.078050 -2.853632 1.250433  0.092
H2 3.361409 -1.730623 -0.354013  0.110
H3 1.619427 -0.700845 3.344519  0.126
H4 1.621622 -2.293072 2.762604  0.117
H5 -0.450135 -1.591486 1.067410  0.143
H6 -0.789597 -1.530724 2.980314  0.143
H7 -0.048147 0.769670 1.040030  0.125
H8 -0.118738 1.250308 3.649252  0.077
H9 -1.555585 1.873995 3.066373  0.107
H10 -1.883589 -0.211447 0.059485  0.099
H11 -2.680367 -0.592867 1.677995  0.146
H12 -1.927535 2.060163 0.761938  0.030
O2 -2.287607 1.304691 -1.500656  -0.050
H13 -2.992795 1.579911 -0.905902  0.055
H14 -1.637841 1.169623 -0.809741  -0.013
O3 1.495191 1.665996 -0.161151  -0.073
H15 2.052398 1.402037 -0.842780  -0.060
H16 1.759301 1.088641 0.606586  0.039
O4 -1.512759 -1.347868 -1.847017  -0.081
H17 -1.121497 -0.729198 -1.146031  0.054
H18 -2.423863 -1.045045 -1.811840  0.061
O5 0.155927 -0.188953 -3.360894  -0.035
H19 -0.554322 -0.427337 -2.862688  -0.097
H20 0.145223 -0.758697 -4.182793  0.087
O6 2.948206 1.123731 -2.375539  -0.049
H21 3.007898 1.859238 -2.943961  0.029
H22 2.087021 0.653575 -2.567433  0.052
O7 0.517537 -3.393976 -2.740000  -0.110
H23 -0.522764 -3.582202 -2.708087  0.105
H24 0.579908 -2.555998 -3.189470  -0.031
O8 -0.874956 3.385790 0.413693  -0.071
H25 0.031902 2.997000 0.519174  0.045
H26 -0.934547 3.487982 -0.582120  0.095

Force components x, y, z for each atom (eV/Å):
-0.84 1.03 -0.98
2.90 -1.94 -0.71
-0.50 -2.56 2.02
1.07 -1.52 0.61
-1.13 -0.27 -4.43
-0.01 0.95 2.22
-0.31 -0.28 -1.58
-1.06 0.31 -0.21
-0.48 1.62 -0.58
-1.09 -0.02 2.52
-0.17 0.52 -1.64
-0.84 1.28 -0.95
0.50 0.31 2.05
0.64 0.24 -1.38
-0.39 -0.29 1.91
0.32 0.15 0.25
0.59 -0.86 -0.64
0.02 0.27 3.14
0.41 0.83 -0.15
-0.24 0.07 0.72
-0.20 0.36 -0.39
-0.66 0.13 -0.17
0.76 0.13 -0.42
-1.67 0.41 3.52
1.96 -0.49 -2.19
-0.27 0.47 -1.21
0.46 0.77 1.74
-0.40 -1.72 -1.42
-0.36 0.07 -0.27
4.41 0.60 -4.27
-3.52 -1.36 2.02
-0.13 1.19 1.46
-1.19 -2.32 0.93
-0.10 1.29 -1.13
1.12 0.70 -0.29
-3.40 -1.42 0.24
3.57 0.82 -0.03
-0.03 0.55 -0.03
0.89 -0.27 -1.71
-0.70 0.34 -0.22
0.07 -0.08 1.63



No. 3
Density functional theory data (ωB97M-V/def2-TZVPD) for a 2-piece molecular cluster, C6H16N2O overall.

Summary:
LUMO level (alpha / beta)	3.9 / 3.6	eV
E_HOMO (alpha / beta)	0.04035 / -0.19840	Ha
frontier orbital gap (alpha / beta)	2.830 / 9.000	eV
multiplicity	2
energy above the lowest of the compared OMol25 structures with the same formula, charge and spin	116.47	kJ/mol
charge	-1

Each line ends with the Mulliken spin population.
CARTESIAN COORDINATES (ANGSTROEM)
N1 -2.384990 -0.265905 0.769575  0.035
C1 -0.903597 -0.456571 0.694957  -0.155
C2 -0.500474 -1.097058 -0.663028  0.380
C3 0.862618 -1.701694 -0.680840  0.237
C4 1.441133 -2.322856 0.354158  0.094
C5 -0.276421 0.923545 0.954347  0.424
N2 1.171581 0.776252 1.236536  -0.416
C6 2.013340 1.433038 0.237635  0.890
H1 -2.736783 0.300416 -0.042208  -0.068
H2 -2.915864 -1.110280 0.740611  -0.011
H3 -0.604581 -1.130628 1.491695  0.027
H4 -0.632031 -0.361364 -1.463107  0.234
H5 -1.200857 -1.942746 -0.898973  0.075
H6 1.329053 -1.594652 -1.607912  -0.566
H7 2.392891 -2.825700 0.248475  0.013
H8 0.988584 -2.462282 1.310212  0.038
H9 -0.486158 1.600735 0.138905  -0.100
H10 -0.839276 1.374092 1.794878  0.026
H11 1.350613 1.093801 2.152246  0.020
H12 3.060293 1.262333 0.484101  -0.115
H13 1.905647 2.547544 0.166492  -0.208
H14 1.815710 1.049174 -0.786924  0.042
H15 -0.743492 1.885071 -3.106328  -0.249
H16 -0.576843 1.604586 -1.616828  0.158
O1 -1.179081 1.808379 -2.303935  0.194

Force components x, y, z for each atom (eV/Å):
0.12 1.46 -0.66
-1.40 0.18 -1.04
-0.58 -0.29 0.66
-0.32 -0.29 1.92
0.07 -0.19 -1.39
0.17 -0.90 0.90
-1.03 0.29 -1.54
0.06 0.66 -0.13
0.72 -0.64 0.94
0.01 -0.78 -0.07
-0.10 0.05 0.25
0.07 -0.23 0.06
0.22 0.71 0.22
1.14 -0.14 -1.34
0.21 0.15 -0.13
-0.38 0.19 0.46
0.18 0.17 -0.31
0.42 -0.28 -0.08
0.42 0.53 0.91
0.16 -0.21 -0.10
-0.20 -0.65 0.11
0.07 0.00 0.65
1.87 0.23 -2.56
1.49 -0.14 0.55
-3.38 0.10 1.73